1.
{
  "formula": "C2H2F2S2",
  "method": "ωB97M-V with the def2-TZVPD basis set",
  "elements": ["S", "S", "F", "F", "C", "C", "H", "H"],
  "coordinates": [[2.49413, 0.45442, 1.15342], [-0.93157, -0.04267, -0.68527], [2.53427, -0.62619, -1.25716], [-2.43044, 1.89012, 0.34266], [2.15088, -0.61498, 0.01785], [-2.33272, 0.59847, -0.07114], [-3.16030, -0.04677, 0.32276], [1.67575, -1.61240, 0.17687]],
  "nbo_charge": [0.06, 0.00, -0.32, -0.32, 0.09, 0.13, 0.19, 0.17],
  "spin_multiplicity": 1,
  "e_above_lowest_kcal_mol": 33.5,
  "mol_weight_g_mol": 128.17,
  "orbital_gap_ev": 8.828,
  "fmax_ev_per_a": 2.91,
  "e_homo_ev": -9.72,
  "e_tot_ev": -29209.798
}



2.
{
  "formula": "C2H2F3LaNO4S",
  "method": "ωB97M-V with the def2-TZVPD basis set",
  "elements": ["La", "S", "F", "F", "F", "O", "O", "O", "O", "N", "C", "C", "H", "H"],
  "coordinates": [[0.95628, 1.70212, -0.70749], [0.18682, -0.68546, 1.24631], [-1.15036, 0.88766, 2.91130], [-0.08500, -0.70668, 3.89977], [-1.89133, -1.13636, 2.80071], [0.59506, -2.09607, 1.43007], [-0.40679, 1.54628, -2.74571], [1.55591, 0.57325, -2.78400], [1.35909, 0.29255, 1.44192], [-0.58640, -0.26062, 0.01164], [-0.78730, -0.38862, 2.81392], [0.28516, 0.49591, -3.19809], [0.24285, 0.45812, -4.33109], [-0.27399, -0.68208, -2.78924]],
  "lowdin_charge": [2.14, 0.41, 0.10, 0.13, 0.13, -0.35, -0.31, -0.33, -0.60, -0.45, -0.71, -0.60, 0.17, 0.27],
  "spin_multiplicity": 2,
  "mol_weight_g_mol": 332.01,
  "orbital_gap_ev": [6.578, 5.090],
  "fmax_ev_per_a": 4.23,
  "e_homo_ev": [-8.52, -8.51],
  "e_tot_ev": -31630.359
}



3.
{
  "formula": "C2H2F3NO",
  "method": "ωB97M-V with the def2-TZVPD basis set",
  "elements": ["F", "F", "F", "O", "N", "C", "C", "H", "H"],
  "coordinates": [[0.76910, 1.39705, -1.10105], [0.28311, 0.93522, 1.47895], [-2.29892, 0.61863, 0.69521], [0.84660, -1.41392, -1.06361], [-1.26069, -0.16218, 0.26413], [1.08474, -0.54161, -0.27108], [-0.00592, 0.10720, 0.51750], [-1.50120, -0.74455, -0.53739], [2.08320, -0.19585, 0.01735]],
  "nbo_charge": [-0.28, -0.27, -0.17, -0.42, -0.19, 0.22, 0.51, 0.41, 0.18],
  "spin_multiplicity": 3,
  "e_above_lowest_kcal_mol": 85.2,
  "mol_weight_g_mol": 113.04,
  "orbital_gap_ev": [8.247, 6.106],
  "fmax_ev_per_a": 3.98,
  "e_homo_ev": [-7.59, -10.47],
  "e_tot_ev": -13788.700
}



4.
{
  "formula": "C2H2F3NOS",
  "method": "ωB97M-V with the def2-TZVPD basis set",
  "elements": ["S", "F", "F", "F", "O", "N", "C", "C", "H", "H"],
  "coordinates": [[-2.11715, 0.12903, 0.36708], [2.23884, 0.90920, -0.24998], [0.43907, 1.42180, 0.84924], [0.38377, 1.16722, -1.32662], [-0.86132, -0.99685, -0.17603], [-3.41078, -0.18379, -0.14775], [0.97302, 0.72912, -0.09359], [0.49072, -0.76331, 0.11226], [0.65537, -1.01685, 1.11228], [1.20846, -1.39558, -0.44690]],
  "nbo_charge": [1.18, -0.29, -0.31, -0.37, -0.73, -0.68, 0.96, -0.15, 0.18, 0.21],
  "spin_multiplicity": 1,
  "e_above_lowest_kcal_mol": 51.4,
  "mol_weight_g_mol": 145.11,
  "orbital_gap_ev": 9.750,
  "fmax_ev_per_a": 5.57,
  "e_homo_ev": -10.57,
  "e_tot_ev": -24629.415
}



5.
{
  "formula": "C2H2F3NdO3S",
  "method": "ωB97M-V with the def2-TZVPD basis set",
  "elements": ["Nd", "S", "F", "F", "F", "O", "O", "O", "C", "C", "H", "H"],
  "coordinates": [[-2.21241, 1.63569, -0.06808], [0.67154, 0.92500, 1.29062], [2.83967, 1.54687, -0.03418], [1.36160, 0.57019, -1.25886], [2.51659, -0.58052, 0.16439], [-2.40228, -0.69277, -0.63701], [-0.00971, 2.18509, 0.72038], [-0.37056, -0.20784, 1.07112], [1.93320, 0.58277, -0.06918], [-1.63138, -1.64695, -0.35618], [-0.72511, -1.75707, -0.97732], [-1.97114, -2.56046, 0.15430]],
  "lowdin_charge": [2.35, 1.03, 0.18, 0.15, 0.18, -0.26, -0.64, -0.56, -0.75, 0.04, 0.13, 0.15],
  "spin_multiplicity": 4,
  "total_charge": 2,
  "mol_weight_g_mol": 307.34,
  "orbital_gap_ev": [5.145, 7.161],
  "fmax_ev_per_a": 4.12,
  "e_homo_ev": [-17.95, -18.00],
  "e_tot_ev": -42493.491
}



6.
{
  "formula": "C2H2F3P",
  "method": "ωB97M-V with the def2-TZVPD basis set",
  "elements": ["P", "F", "F", "F", "C", "C", "H", "H"],
  "coordinates": [[4.00193, -0.20518, 0.03496], [-1.81810, -1.49308, 0.48991], [-0.29957, 1.52488, -0.75755], [-1.51558, 0.43585, 1.64765], [-0.84950, 0.32691, -0.64209], [-1.42146, -0.12336, 0.44472], [2.62927, -0.21256, 0.37149], [-0.72700, -0.25347, -1.58909]],
  "nbo_charge": [0.11, -0.33, -0.30, -0.28, 0.07, 0.65, -0.11, 0.20],
  "spin_multiplicity": 1,
  "e_above_lowest_kcal_mol": 98.6,
  "mol_weight_g_mol": 114.01,
  "orbital_gap_ev": 5.863,
  "fmax_ev_per_a": 3.47,
  "e_homo_ev": -8.23,
  "e_tot_ev": -19542.177
}